# C74H160N8O10

A 10-piece molecular cluster, C74H160N8O10 overall in a non-equilibrium geometry (wB97M-V/def2-TZVPD, the OMol25 dataset).

Calculated values
Spin multiplicity: 1
Charge: 0
SMILES: CC1(C)CCCC(C)(C)N1O.CC1(C)CCCC(C)(C)N1O.CC1(C)CCCC(C)(C)N1O.CC1(C)CCCC(C)(C)N1O.CC1(C)CCCC(C)(C)N1O.CC1(C)CCCC(C)(C)N1O.CC1(C)CCCC(C)(C)N1O.CC1(C)CCCC(C)(C)N1O.CO.CO
Total energy, eV: -111720.3994
ΔE to the lowest compared entry with this formula, charge and spin, eV: 0.0000

```
252
Properties=species:S:1:pos:R:3:lowdin_charge:R:1
C -4.14 2.16 -2.78 -0.0016
C -4.72 0.80 -2.29 -0.4936
C -5.30 0.90 -0.81 -0.1274
C -6.60 1.66 -0.78 -0.1792
C -7.58 0.87 -1.65 -0.1254
C -7.08 0.77 -3.12 -0.5113
N -5.75 0.17 -3.07 -0.1089
O -5.31 0.04 -4.39 -0.0438
C -7.95 -0.23 -3.91 -0.0305
C -7.23 2.14 -3.79 -0.0287
C -3.61 -0.27 -2.25 -0.0355
H -4.86 2.96 -2.64 0.0577
H -3.86 2.13 -3.84 0.0682
H -3.23 2.33 -2.18 0.0867
H -5.40 -0.12 -0.42 0.1226
H -4.49 1.44 -0.31 0.1028
H -6.39 2.63 -1.22 0.0965
H -6.97 1.85 0.23 0.1155
H -8.57 1.32 -1.67 0.1146
H -7.71 -0.13 -1.23 0.1223
H -7.79 -1.24 -3.55 0.0869
H -9.01 0.07 -3.79 0.0884
H -7.72 -0.19 -4.98 0.0793
H -8.30 2.36 -3.81 0.0872
H -6.75 2.99 -3.30 0.0633
H -6.91 2.15 -4.84 0.0848
H -4.03 -1.25 -2.04 0.0842
H -2.80 -0.06 -1.55 0.0657
H -3.16 -0.32 -3.25 0.0675
H -5.18 0.87 -4.88 0.0948
C -0.34 3.63 -6.22 -0.0187
C 0.10 2.18 -6.13 -0.4892
C -0.19 1.34 -7.41 -0.1407
C 0.72 1.79 -8.48 -0.1749
C 2.16 1.38 -8.04 -0.1138
C 2.61 2.15 -6.81 -0.5021
N 1.54 1.96 -5.79 -0.0853
O 1.84 2.85 -4.74 -0.0819
C 3.91 1.65 -6.16 -0.0183
C 2.91 3.66 -7.12 -0.0203
C -0.70 1.51 -5.03 -0.0297
H -0.27 4.10 -5.23 0.0796
H -1.41 3.62 -6.45 0.0979
H 0.14 4.29 -6.93 0.0703
H 0.03 0.28 -7.23 0.1168
H -1.26 1.43 -7.59 0.1241
H 0.72 2.87 -8.67 0.1022
H 0.49 1.30 -9.44 0.1197
H 2.90 1.49 -8.83 0.1221
H 2.13 0.31 -7.79 0.1207
H 3.83 0.61 -5.81 0.0902
H 4.66 1.77 -6.94 0.0892
H 4.09 2.35 -5.36 0.0754
H 3.80 3.67 -7.76 0.0904
H 2.10 4.16 -7.66 0.0642
H 3.14 4.26 -6.23 0.0789
H -0.47 2.05 -4.11 0.0822
H -0.39 0.46 -4.92 0.0676
H -1.77 1.59 -5.23 0.0814
H 1.64 3.76 -5.04 0.0734
C -2.93 -5.30 1.25 -0.0208
C -2.24 -3.96 1.22 -0.5294
C -1.73 -3.59 2.61 -0.1321
C -0.58 -4.43 3.06 -0.1737
C 0.60 -4.30 2.17 -0.1339
C 0.19 -4.67 0.75 -0.4754
N -1.04 -3.91 0.38 -0.0982
O -1.41 -4.42 -0.86 -0.0499
C 1.30 -4.25 -0.25 -0.0267
C 0.06 -6.22 0.57 -0.0093
C -3.24 -2.93 0.67 -0.0134
H -3.90 -5.13 1.76 0.0996
H -2.38 -6.02 1.85 0.0628
H -3.13 -5.70 0.27 0.0861
H -1.43 -2.54 2.63 0.1126
H -2.65 -3.64 3.16 0.1184
H -0.91 -5.46 3.03 0.0972
H -0.39 -4.20 4.11 0.1152
H 1.42 -4.99 2.35 0.1269
H 1.03 -3.30 2.22 0.1001
H 2.26 -4.63 0.14 0.0980
H 1.16 -4.76 -1.20 0.0510
H 1.31 -3.16 -0.41 0.0754
H -0.38 -6.37 -0.41 0.0819
H 1.09 -6.57 0.63 0.0890
H -0.51 -6.70 1.38 0.0703
H -3.60 -3.23 -0.32 0.0843
H -2.74 -1.95 0.65 0.0661
H -4.10 -2.85 1.35 0.0895
H -1.24 -3.77 -1.55 0.0606
C 4.00 1.74 3.76 -0.0219
C 3.30 1.52 2.38 -0.4837
C 4.09 2.18 1.26 -0.1510
C 5.40 1.51 1.01 -0.1815
C 5.13 0.10 0.57 -0.1323
C 4.28 -0.75 1.56 -0.4846
N 3.13 0.12 1.94 -0.0701
O 2.48 -0.54 2.99 -0.0601
C 3.70 -1.97 0.87 -0.0413
C 5.14 -1.23 2.75 -0.0079
C 1.91 2.11 2.56 -0.0381
H 3.97 2.81 3.98 0.0872
H 5.06 1.49 3.78 0.0638
H 3.51 1.27 4.60 0.0648
H 3.45 2.10 0.37 0.1185
H 4.14 3.23 1.56 0.1124
H 5.97 1.41 1.95 0.1122
H 6.03 2.10 0.34 0.1185
H 6.09 -0.40 0.41 0.1186
H 4.62 0.10 -0.40 0.0949
H 4.45 -2.67 0.49 0.1037
H 3.07 -2.47 1.60 0.0606
H 3.03 -1.63 0.07 0.0738
H 4.70 -2.19 3.03 0.0750
H 6.16 -1.42 2.38 0.0863
H 5.12 -0.58 3.61 0.0543
H 1.90 3.19 2.77 0.0907
H 1.35 1.64 3.38 0.0762
H 1.27 1.98 1.68 0.0513
H 1.65 -0.89 2.62 0.0823
C 3.73 -1.22 6.90 0.0019
C 2.30 -1.82 7.01 -0.5434
C 2.07 -2.88 5.92 -0.1292
C 2.87 -4.13 6.19 -0.1688
C 2.36 -4.70 7.49 -0.1566
C 2.58 -3.81 8.67 -0.5275
N 1.99 -2.48 8.29 -0.0994
O 2.24 -1.53 9.28 -0.0397
C 1.74 -4.31 9.88 -0.0213
C 4.02 -3.65 9.12 -0.0252
C 1.32 -0.76 6.83 -0.0552
H 4.50 -1.98 6.86 0.0587
H 3.93 -0.51 7.70 0.0876
H 3.73 -0.71 5.94 0.0657
H 1.01 -3.16 6.02 0.1112
H 2.21 -2.42 4.94 0.1128
H 3.91 -3.81 6.30 0.0921
H 2.90 -4.93 5.46 0.1110
H 2.72 -5.68 7.86 0.1339
H 1.28 -4.80 7.32 0.1239
H 1.94 -3.63 10.72 0.0834
H 0.72 -4.26 9.52 0.0834
H 2.09 -5.32 10.07 0.0789
H 4.31 -4.55 9.69 0.0878
H 4.74 -3.59 8.29 0.0694
H 4.12 -2.80 9.77 0.0811
H 0.35 -1.23 6.98 0.0858
H 1.38 -0.42 5.78 0.0945
H 1.44 0.07 7.52 0.0934
H 1.36 -1.21 9.51 0.1111
C -1.72 2.11 3.13 -0.0244
C -3.07 2.46 3.78 -0.5274
C -4.11 1.79 2.96 -0.1542
C -4.16 0.28 3.19 -0.1799
C -4.41 -0.01 4.67 -0.1371
C -3.30 0.56 5.53 -0.5049
N -3.20 1.99 5.18 -0.0761
O -2.06 2.50 5.84 -0.0429
C -3.73 0.50 6.99 -0.0469
C -1.95 -0.29 5.41 -0.0037
C -3.20 3.97 3.80 -0.0298
H -1.63 1.04 2.94 0.0603
H -0.86 2.45 3.70 0.0760
H -1.69 2.61 2.15 0.0874
H -5.13 2.13 3.19 0.1279
H -3.95 2.05 1.91 0.1081
H -3.27 -0.21 2.80 0.0850
H -5.01 -0.11 2.59 0.1168
H -4.51 -1.09 4.76 0.1213
H -5.37 0.45 4.97 0.1271
H -2.94 0.85 7.65 0.0753
H -4.63 1.11 7.16 0.0913
H -3.97 -0.53 7.28 0.0895
H -2.20 -1.19 5.96 0.0764
H -1.69 -0.57 4.39 0.0601
H -1.16 0.25 5.94 0.0646
H -4.12 4.34 4.25 0.0826
H -3.20 4.31 2.75 0.0877
H -2.36 4.49 4.27 0.0841
H -2.37 2.98 6.61 0.1091
C -1.01 5.37 -1.03 -0.0236
C 0.54 5.32 -0.90 -0.5342
C 1.05 5.19 -2.33 -0.1549
C 2.56 5.37 -2.42 -0.1649
C 2.93 6.73 -1.81 -0.1168
C 2.38 6.89 -0.38 -0.5044
N 0.92 6.66 -0.49 -0.1075
O 0.39 6.81 0.79 -0.0418
C 3.11 5.97 0.65 -0.0194
C 2.44 8.33 0.12 -0.0360
C 0.87 4.14 -0.01 -0.0314
H -1.30 4.47 -1.57 0.0719
H -1.26 6.24 -1.64 0.0864
H -1.46 5.38 -0.04 0.0762
H 0.66 4.24 -2.68 0.1042
H 0.63 5.98 -2.97 0.1303
H 2.92 5.30 -3.47 0.1077
H 3.02 4.51 -1.89 0.1092
H 2.50 7.52 -2.44 0.1237
H 4.00 6.89 -1.75 0.1186
H 3.21 4.95 0.25 0.0415
H 4.14 6.34 0.64 0.0873
H 2.70 5.98 1.65 0.0900
H 3.47 8.65 -0.07 0.0862
H 1.77 8.90 -0.51 0.0872
H 2.23 8.39 1.19 0.0812
H 0.34 3.27 -0.43 0.0953
H 0.53 4.35 1.01 0.0911
H 1.92 3.86 0.00 0.0383
H -0.17 7.59 0.79 0.1126
C 2.36 -3.87 -3.99 0.0077
C 1.51 -4.19 -5.30 -0.4847
C 0.82 -5.50 -5.22 -0.1788
C -0.25 -5.53 -4.22 -0.2003
C -1.33 -4.57 -4.64 -0.1015
C -0.73 -3.11 -4.81 -0.4900
N 0.45 -3.19 -5.61 -0.0788
O 1.08 -1.92 -5.65 -0.0559
C -1.75 -2.33 -5.63 -0.0290
C -0.61 -2.41 -3.43 -0.0076
C 2.48 -4.15 -6.53 -0.0227
H 3.11 -4.69 -3.89 0.0978
H 1.72 -3.87 -3.12 0.0341
H 2.87 -2.90 -4.07 0.0769
H 0.32 -5.64 -6.17 0.1326
H 1.62 -6.25 -5.15 0.1293
H 0.11 -5.29 -3.22 0.0940
H -0.70 -6.52 -4.18 0.1225
H -1.96 -4.54 -3.75 0.1095
H -1.95 -4.87 -5.49 0.1253
H -1.47 -1.28 -5.72 0.0575
H -1.73 -2.72 -6.64 0.0867
H -2.76 -2.38 -5.23 0.0868
H -0.10 -1.46 -3.61 0.0600
H -1.59 -2.18 -3.00 0.0821
H 0.01 -2.95 -2.72 0.0575
H 3.18 -4.99 -6.48 0.0798
H 3.04 -3.20 -6.51 0.0747
H 1.91 -4.24 -7.45 0.0811
H 1.40 -1.65 -4.76 0.0476
C -0.54 -0.06 0.31 -0.1218
O 0.13 -1.17 0.93 -0.1551
H 0.05 0.79 0.62 0.0487
H -0.48 -0.15 -0.79 0.0799
H -1.60 0.00 0.64 0.0684
H -0.27 -2.01 0.62 0.0354
C 2.94 0.36 -2.65 -0.1339
O 1.93 -0.03 -3.58 -0.1530
H 2.51 0.24 -1.65 0.0675
H 3.82 -0.28 -2.74 0.0793
H 3.22 1.41 -2.78 0.0755
H 2.02 0.49 -4.39 0.0365
```